[1]
Formula: C6H18N3S
Source: OMol25
Level of theory: wB97M-V/def2-TZVPD

Values from the calculation:
DFT total energy = -801.6126 Eh
total charge = +1
HOMO-LUMO gap = 8.66 eV
E_LUMO = -2.9 eV
maximum force = 3.69 eV/Å

Last column: Löwdin charge in e.
Atoms and positions in Å:
H1 -0.368 1.877 -1.291  0.08
H2 0.688 2.513 0.371  0.04
H3 -0.654 -1.209 -3.137  0.12
C1 0.475 0.119 -1.983  -0.44
H4 2.324 3.252 0.108  0.09
C2 1.538 2.574 -0.246  -0.10
S1 -0.951 -0.223 1.029  0.79
H5 -1.436 0.685 -1.826  0.13
H6 -1.935 -2.075 3.084  0.08
H7 0.292 -2.234 1.806  0.08
H8 -1.776 1.140 2.753  0.03
N1 0.195 -0.988 -2.670  0.21
C3 -1.899 -2.502 2.052  -0.19
N2 -0.480 1.017 -1.781  0.20
H9 -0.574 -2.440 0.269  0.07
H10 -1.965 -3.581 2.079  0.07
H11 0.035 1.296 2.591  0.02
H12 2.491 0.498 -2.234  0.15
H13 1.702 0.689 0.573  0.11
C4 2.094 1.156 -0.396  -0.24
H14 1.410 3.120 -1.207  0.10
H15 3.135 1.204 -0.148  0.11
C5 -0.658 -2.023 1.306  -0.50
H16 -2.851 -2.201 1.584  0.07
C6 -0.838 0.648 2.570  -0.40
H17 0.988 -1.629 -2.968  0.17
H18 -0.570 -0.144 3.315  0.06
N3 1.753 0.377 -1.568  0.07

---

[2]
Formula: C6H5N3
Source: OMol25
Level of theory: wB97M-V/def2-TZVPD

Values from the calculation:
DFT total energy = -395.7599 Eh
total charge = 0
HOMO-LUMO gap (alpha / beta) = 8.17 / 8.17 eV
E_LUMO (alpha / beta) = -0.3 / -0.3 eV
maximum force = 3.46 eV/Å

Last column: Löwdin charge in e.
Atoms and positions in Å:
C1 2.634 0.244 0.088  -0.17
N1 -1.533 -1.638 0.013  0.09
C2 1.338 0.627 -0.068  -0.05
H1 0.796 1.594 -0.197  0.13
C3 1.579 -1.601 -0.036  -0.09
H2 -1.989 1.406 0.151  0.04
C4 -0.754 -0.610 -0.035  -0.32
C5 -2.714 -0.693 0.064  -0.03
N2 2.747 -1.083 0.084  0.05
H3 -3.677 -1.061 0.153  0.08
H4 3.586 0.746 0.208  0.11
H5 1.178 -2.630 -0.027  0.14
N3 0.584 -0.539 -0.141  0.00
C6 -1.936 0.398 0.032  0.02

---

[3]
Formula: C19H39N3O6S
Source: OMol25
Level of theory: wB97M-V/def2-TZVPD

Values from the calculation:
DFT total energy = -1761.1498 Eh
total charge = 0
HOMO-LUMO gap = 9.45 eV
E_LUMO = 0.7 eV
maximum force = 2.30 eV/Å

Last column: Löwdin charge in e.
Atoms and positions in Å:
H1 -3.313 -4.947 1.087  0.08
N1 -4.060 -4.455 0.603  0.04
H2 6.354 0.563 -0.839  0.11
C1 -4.461 -2.865 2.406  -0.06
C2 -2.591 -0.990 -0.662  -0.08
H3 7.937 1.496 -2.989  0.14
O1 3.635 0.189 -0.340  -0.38
O2 2.457 1.454 -2.186  -0.32
C3 -1.582 5.009 2.450  -0.21
H4 -1.739 2.424 1.781  0.08
H5 -5.928 -3.674 1.100  0.14
O3 -0.213 4.928 2.797  -0.19
C4 6.209 1.032 -1.817  -0.22
C5 -0.928 -0.105 -2.087  -0.26
C6 0.624 5.881 2.165  -0.10
H6 6.282 2.119 -1.661  0.11
H7 0.241 1.103 -3.484  0.12
O4 -4.419 -6.008 3.006  -0.19
H8 -6.073 -5.894 1.881  0.12
H9 -0.466 5.059 -0.319  0.06
H10 -6.131 -4.881 3.317  0.12
O5 4.899 0.791 -2.370  -0.33
H11 9.025 -0.116 -1.656  0.12
C7 -3.771 -5.484 4.151  -0.11
H12 -0.386 3.061 1.209  0.08
H13 8.710 -0.940 -3.183  0.11
H14 -0.260 -1.338 -3.728  0.12
C8 -0.923 -1.230 -2.876  -0.05
C9 8.226 -0.497 -2.302  -0.22
H15 -1.801 -3.179 -3.103  0.10
H16 -3.241 -0.915 0.203  0.09
H17 -0.372 1.980 -2.056  0.11
S1 3.800 1.300 -1.241  0.95
H18 -1.780 6.198 0.006  0.08
C10 -1.949 4.338 1.117  -0.42
H19 -2.949 -4.824 3.864  0.08
C11 -1.533 5.141 -0.112  -0.07
H20 -3.039 4.249 1.092  0.14
N2 -1.383 2.989 1.013  0.04
H21 -4.468 -4.952 4.804  0.09
H22 -5.074 -2.641 3.282  0.08
H23 -4.485 -5.171 0.019  0.08
H24 -2.057 4.775 -0.995  0.08
C12 -2.594 -2.128 -1.433  -0.10
H25 1.136 0.980 -0.582  0.12
C13 0.040 1.030 -2.412  -0.12
C14 -5.477 -5.217 2.500  -0.21
H26 -3.345 -6.321 4.704  0.09
H27 -3.440 -3.049 2.739  0.07
H28 -2.114 4.483 3.248  0.12
H29 -1.926 6.051 2.479  0.12
H30 7.307 -2.314 -2.220  0.07
H31 0.113 6.836 2.018  0.09
C15 -1.783 -2.255 -2.532  -0.09
H32 1.488 6.043 2.810  0.09
C16 -5.036 -4.038 1.619  -0.42
H33 8.161 -1.965 -0.902  0.06
N3 7.507 -1.565 -1.565  0.01
H34 0.992 5.501 1.209  0.07
C17 1.335 0.725 -1.625  -0.23
H35 -3.269 -2.932 -1.119  0.08
H36 6.139 -0.428 -4.006  0.10
H37 -4.436 -1.972 1.783  0.06
C18 7.307 0.617 -2.824  -0.35
H38 1.515 -0.345 -1.749  0.12
H39 -1.700 0.974 -0.406  0.09
O6 6.797 0.271 -4.096  -0.02
C19 -1.744 0.049 -0.986  -0.04

---

[4]
Formula: C27H31F5N3OPtSe
Source: OMol25
Level of theory: wB97M-V/def2-TZVPD

Values from the calculation:
DFT total energy = -4306.8384 Eh
total charge = -1
HOMO-LUMO gap (alpha / beta) = 4.43 / 3.96 eV
E_LUMO (alpha / beta) = 0.8 / 0.3 eV
maximum force = 1.87 eV/Å

Last column: Löwdin charge in e.
Atoms and positions in Å:
H1 4.022 3.051 0.948  0.08
H2 -0.282 2.876 -0.602  0.10
N1 0.707 0.036 -4.525  0.19
H3 3.156 0.009 -0.122  0.06
C1 -1.904 -5.109 -2.453  -0.29
C2 -3.401 -4.999 -2.390  -0.13
H4 0.105 -2.073 2.174  0.07
C3 -2.628 -4.810 -1.134  -0.36
H5 3.082 -1.486 3.013  0.08
C4 -0.229 2.084 0.117  -0.06
H6 -0.067 0.559 -4.904  0.12
H7 1.574 2.924 -1.704  0.08
C5 -3.074 2.568 -0.749  -0.04
C6 0.464 -1.528 3.050  -0.06
H8 3.125 3.550 -1.151  0.09
C7 1.136 -2.088 -1.774  0.06
H9 -2.443 3.409 -1.023  0.08
C8 2.143 3.207 -0.823  -0.07
H10 1.646 4.035 -0.321  0.09
C9 1.590 -1.302 -2.749  -0.17
C10 2.310 2.013 0.131  -0.51
H11 1.948 0.065 4.661  0.08
H12 2.541 3.250 1.888  0.09
F1 -3.924 -3.790 -2.891  -0.12
C11 -2.802 3.271 1.648  -0.04
C12 0.951 1.497 0.587  -0.12
H13 2.530 -1.575 1.344  0.08
N2 0.274 -2.345 -0.906  0.05
H14 -4.114 2.879 -0.827  0.08
C13 -2.763 2.084 0.670  -0.56
H15 -2.057 4.017 1.380  0.08
Se1 -2.775 -1.786 -0.690  0.79
H16 -0.393 -1.233 3.649  0.08
C14 -0.462 -3.573 -1.030  -0.40
H17 2.135 1.453 3.583  0.06
Pt1 -0.738 -0.621 -0.129  0.86
H18 1.144 -0.632 -5.138  0.10
C15 -1.368 1.500 0.726  -0.28
H19 2.616 0.776 -1.604  0.07
C16 -1.161 -3.818 -2.336  -0.23
F2 -0.882 -2.999 -3.396  0.08
F3 -1.272 -6.252 -2.856  0.04
C17 2.762 -1.550 -3.471  -0.22
C18 3.100 0.954 -0.648  -0.03
C19 -0.865 0.563 1.677  -0.19
C20 -1.948 -3.457 -1.060  -0.53
C21 1.499 0.609 3.831  -0.03
C22 2.665 -0.904 2.190  -0.05
H20 1.067 -2.206 3.652  0.08
C23 1.314 -0.318 2.616  -0.53
H21 -1.442 0.143 2.486  0.11
H22 0.535 1.002 4.145  0.09
H23 3.458 1.747 1.978  0.05
H24 -3.892 0.268 0.356  -0.01
H25 -3.635 0.657 2.062  0.08
H26 -4.809 1.570 1.113  0.08
F4 -2.740 -5.591 -0.027  0.05
H27 -2.598 2.930 2.661  0.08
O1 -0.138 0.325 -2.453  0.01
C24 0.638 -0.245 -3.197  -0.50
H28 3.392 -0.145 1.930  0.05
N3 3.716 -1.740 -4.085  0.16
F5 0.175 -4.597 -0.382  0.10
H29 4.113 1.305 -0.843  0.09
C25 -3.838 1.079 1.083  -0.07
C26 3.133 2.540 1.316  -0.04
C27 0.563 0.475 1.547  -0.22
H30 -2.901 1.755 -1.452  0.08
H31 -3.787 3.735 1.631  0.08

---

total charge of number 4 (C27H31F5N3OPtSe)?
-1

---

Which of these has the highest DFT total energy?
C6H5N3

---

The highest total charge belongs to which entry?
C6H18N3S

---

The lowest maximum force belongs to which entry?
C27H31F5N3OPtSe